The following is a DFT calculation (wB97M-V/def2-TZVPD) of C19H21MnN4O3 as an isolated structure.

Each line ends with the natural charge from an NBO analysis.
Geometry (Å):
Mn -0.17411 0.79293 -0.81950  1.4313
O -0.45961 -3.61158 -1.06996  -0.5150
C 0.80561 -3.84622 -1.21071  0.4793
C 1.18386 -5.22897 -1.27952  -0.1449
C 2.49256 -5.55980 -1.45373  -0.1717
C 3.45440 -4.53866 -1.56651  0.0014
C 3.09112 -3.16482 -1.47622  -0.0905
C 1.79031 -2.79602 -1.29832  -0.1408
C 1.41573 -1.37036 -1.20232  0.5513
O 0.12282 -1.04896 -1.01495  -0.7542
N 2.31933 -0.46319 -1.30029  -0.2885
N 1.69954 0.75670 -1.21205  -0.2607
C 2.28989 1.87267 -1.40906  0.2045
C 1.42077 3.04021 -1.34334  0.1014
C 1.84066 4.33181 -1.52750  -0.1413
C 0.89270 5.35916 -1.47393  -0.0713
C -0.43286 5.04585 -1.24841  -0.1912
C -0.79274 3.71671 -1.06108  0.1041
N 0.11137 2.73557 -1.10496  -0.4987
H -0.63660 -2.64456 -1.03709  0.5265
H 0.40052 -5.97196 -1.19870  0.2796
H 2.79250 -6.59754 -1.51128  0.2809
H 4.49309 -4.79808 -1.72580  0.2655
H 3.85284 -2.39966 -1.54750  0.2702
H 3.35068 1.91298 -1.63821  0.2731
H 2.88599 4.53801 -1.72030  0.2744
H 1.19925 6.38829 -1.61188  0.2788
H -1.19416 5.81280 -1.20931  0.2799
H -1.82055 3.44095 -0.86609  0.2347
O 0.00483 1.01749 1.05342  -0.6162
C -0.94408 1.30102 1.84276  0.7898
C -0.83843 0.99181 3.28464  -0.5094
C -1.81679 -0.22866 3.44127  -0.3930
C -2.08651 -1.07843 2.16960  -0.4335
C -3.15479 -0.54383 1.18618  -0.4351
C -2.75720 0.70619 0.40172  -0.1383
N -2.13530 1.66569 1.34233  -0.6256
H -1.15694 1.82843 3.90808  0.2806
H 0.18789 0.73821 3.53488  0.2670
H -2.76982 0.12752 3.83545  0.2312
H -1.38948 -0.87626 4.20380  0.2668
H -2.44068 -2.04962 2.50996  0.2697
H -1.14568 -1.27675 1.64171  0.1915
H -4.05571 -0.28275 1.74954  0.2496
H -3.45543 -1.32904 0.49043  0.2516
H -3.60106 1.17662 -0.09649  0.2691
H -2.04139 0.44770 -0.41331  0.0835
H -2.79835 1.96036 2.05253  0.4325

Properties
maximum force: 0.0142 hartree/bohr
charge: +3
highest occupied orbital energy (alpha / beta): -18.5 / -18.6 eV
2S+1: 4
E: -2331.3077 Eh
LUMO level (alpha / beta): -0.4248 / -0.4433 hartree

=====

The following is a DFT calculation (wB97M-V/def2-TZVPD) of C19H21N2O6Pb as an isolated structure.

Each line ends with the Mulliken charge.
Geometry (Å):
Pb 1.69668 1.12863 -1.14212  1.3280
O -1.51957 4.86665 2.93500  -0.5603
C -0.88039 4.04062 2.06735  1.2536
C -1.50428 3.54740 0.92288  -0.3977
C -0.77714 2.71691 0.09548  -0.0636
N 0.48464 2.42840 0.35383  -0.3034
C 1.08779 2.87125 1.45844  0.0522
C 0.43513 3.69118 2.35379  -0.7004
C 2.54470 2.42416 1.64890  0.3583
O 3.12603 2.82030 2.65154  -0.7387
O 2.97807 1.67137 0.71870  -0.5196
C -1.35183 2.10848 -1.19364  0.4195
O -2.52671 2.35182 -1.44548  -0.7632
O -0.52196 1.41670 -1.86894  -0.7083
H -2.41351 5.02650 2.61350  0.2953
H -2.52885 3.78260 0.66262  0.4446
H 0.94282 4.04740 3.23775  0.5717
O 2.78021 2.02875 -2.45545  -0.9886
C -2.89746 -2.97650 -2.11926  -1.6359
C -2.18443 -2.11432 -1.10994  0.5911
C -2.88865 -1.48128 -0.09407  -0.8111
C -2.23273 -0.66569 0.81907  0.7351
C -2.99273 0.08778 1.87692  -1.6585
C -0.85568 -0.51404 0.71854  -0.3158
C -0.12544 -1.11110 -0.30475  -0.4302
C -0.81549 -1.91429 -1.21500  0.0891
N 1.25187 -0.81550 -0.37944  0.3103
C 2.26723 -1.83198 -0.72231  1.4831
C 1.86185 -3.19114 -0.14469  -1.7828
C 3.56819 -1.41847 -0.02377  -1.7832
C 2.53430 -1.95277 -2.23017  -1.4386
H -3.97597 -2.95102 -1.96419  0.3826
H -2.57064 -4.01682 -2.05234  0.3060
H -2.69441 -2.63216 -3.13483  0.3502
H -3.96449 -1.60628 -0.02922  0.2712
H -3.96411 -0.36718 2.07422  0.4497
H -3.16569 1.11510 1.54551  0.2046
H -2.43379 0.13147 2.81301  0.3515
H -0.34419 0.10603 1.43741  0.4999
H -0.28305 -2.35669 -2.04671  0.3777
H 1.61027 -3.08552 0.91205  0.3646
H 2.70422 -3.88010 -0.23446  0.4941
H 1.00619 -3.62872 -0.65569  0.3632
H 3.43754 -1.48498 1.05717  0.3705
H 3.86917 -0.39329 -0.24561  0.3539
H 4.38636 -2.07871 -0.32158  0.4820
H 1.63114 -2.19123 -2.79127  0.2309
H 3.27290 -2.73513 -2.42242  0.4454
H 2.93590 -1.01458 -2.62635  0.3700

Properties
maximum force: 0.0093 hartree/bohr
charge: -1
highest occupied orbital energy: -5.3 eV
E: -1490.5048 Eh
LUMO level: 0.0894 hartree
relative energy (zero: lowest compared OMol25 entry of this formula, charge and spin): 0.280 eV

=====

The following is a DFT calculation (wB97M-V/def2-TZVPD) of one molecule with the formula C19H21N3O2 in a non-equilibrium geometry.

Each line ends with the natural charge from an NBO analysis.
Geometry (Å):
C -4.18973 -1.65451 -1.65473  -0.6266
C -2.97065 -1.17434 -0.86349  -0.1276
C -1.66471 -1.57838 -1.57723  0.6820
O -1.59671 -2.51071 -2.34578  -0.6100
N -0.62861 -0.79567 -1.17867  -0.6265
C 0.72120 -0.88493 -1.49951  0.1489
C 1.22803 -1.82098 -2.40124  -0.2188
C 2.58622 -1.86323 -2.66544  -0.1950
C 3.46063 -0.98930 -2.04695  -0.1773
C 2.95528 -0.05306 -1.14378  -0.1815
C 3.82395 0.85201 -0.49140  0.2881
N 4.52574 1.58863 0.03729  -0.3200
C 1.59205 0.00142 -0.87241  -0.1489
N -2.93038 0.24376 -0.54706  -0.4753
C -3.29316 1.12601 -1.63460  -0.4084
C -3.46667 0.61171 0.74686  -0.2239
C -2.39273 0.41612 1.82321  -0.0739
O -1.31805 1.26337 1.48099  -0.5316
C -0.16936 1.22377 2.22255  0.3777
C 0.06940 0.35714 3.28054  -0.3327
C 1.29687 0.38458 3.92451  -0.1819
C 2.28649 1.26349 3.52775  -0.2391
C 2.04311 2.14062 2.48217  -0.1788
C 0.82417 2.12558 1.83634  -0.3054
H -5.10787 -1.40047 -1.12935  0.2067
H -4.13254 -2.73279 -1.77018  0.2391
H -4.21005 -1.21097 -2.64590  0.2147
H -2.95026 -1.72248 0.08790  0.2164
H -0.90567 -0.02855 -0.56718  0.4376
H 0.55339 -2.50828 -2.88392  0.2569
H 2.96569 -2.59200 -3.36573  0.2204
H 4.52001 -1.02242 -2.25121  0.2241
H 1.21626 0.72705 -0.16625  0.2209
H -4.37370 1.16780 -1.82500  0.1758
H -2.94257 2.13073 -1.39873  0.2078
H -2.78973 0.79179 -2.54048  0.2061
H -3.72978 1.67010 0.72434  0.2128
H -4.36290 0.03755 1.02416  0.1838
H -2.06237 -0.63145 1.84370  0.1722
H -2.79527 0.67793 2.81103  0.1852
H -0.68579 -0.33820 3.61271  0.2179
H 1.47354 -0.29587 4.74451  0.2145
H 3.24157 1.27044 4.02898  0.2186
H 2.80901 2.82983 2.16240  0.2303
H 0.61267 2.80865 1.02722  0.2245

Properties
maximum force: 0.0204 hartree/bohr
highest occupied orbital energy: -8.7 eV
E: -1051.3689 Eh
LUMO level: 0.0210 hartree
SMILES string: C[C@@H](C(=O)Nc1cccc(C#N)c1)N(C)CCOc1ccccc1
relative energy (zero: lowest compared OMol25 entry of this formula, charge and spin): 1.780 eV

=====

The following is a DFT calculation (wB97M-V/def2-TZVPD) of one molecule with the formula C19H21N3O4S.

Each line ends with the natural charge from an NBO analysis.
Geometry (Å):
C 1.20402 -0.43278 6.91247  -0.3716
C 1.15292 0.38288 5.87737  -0.1829
C 1.69617 0.05649 4.51993  -0.2692
N 0.69124 0.24246 3.49503  -0.5880
C 0.44748 -0.65724 2.52533  0.6569
O 1.02619 -1.73067 2.45098  -0.6626
C -0.59458 -0.25499 1.53633  -0.0833
C -1.38861 -1.24619 0.96938  -0.1830
C -2.30596 -0.93439 -0.01492  -0.2052
C -2.44633 0.37377 -0.46087  -0.0330
C -3.38275 0.70860 -1.59601  -0.2657
N -2.75705 1.43072 -2.68098  -0.8433
S -1.75675 0.56896 -3.70517  2.3174
O -1.32814 1.50614 -4.69929  -0.9320
O -2.47262 -0.60632 -4.10074  -0.9429
C -0.35805 0.09103 -2.69852  -0.3709
C 0.48859 1.06828 -2.21243  -0.1663
C 1.48688 0.73223 -1.31859  -0.2610
C 1.63264 -0.59491 -0.91213  0.2673
N 2.58714 -0.97978 0.02225  -0.6324
C 3.14920 -0.21028 1.00735  0.7056
C 4.06712 -1.01463 1.89511  -0.7258
O 2.93619 0.97212 1.15105  -0.6165
C 0.81312 -1.58055 -1.46627  -0.2690
C -0.18890 -1.23408 -2.34944  -0.1622
C -1.66901 1.36597 0.12640  -0.1604
C -0.74685 1.05960 1.10870  -0.2242
H 0.81390 -0.15582 7.87684  0.2015
H 1.64625 -1.41239 6.83870  0.1939
H 0.70427 1.36399 5.97016  0.1909
H 2.01705 -0.98567 4.46899  0.2328
H 2.55548 0.70590 4.30100  0.2064
H 0.19576 1.11927 3.49328  0.3978
H -1.26098 -2.26490 1.30307  0.2326
H -2.90732 -1.71414 -0.45777  0.2175
H -3.77304 -0.20589 -2.04640  0.2356
H -4.22476 1.30724 -1.23026  0.2191
H -2.35020 2.31813 -2.43293  0.3936
H 0.35974 2.08762 -2.54181  0.2281
H 2.13804 1.48760 -0.91243  0.2516
H 2.67305 -1.97935 0.14972  0.4055
H 4.80575 -1.54340 1.29733  0.2279
H 3.46978 -1.74012 2.44402  0.2553
H 4.57069 -0.35518 2.59566  0.2362
H 0.94760 -2.61127 -1.17338  0.2167
H -0.85620 -1.96930 -2.76960  0.2450
H -1.77358 2.39151 -0.19918  0.1966
H -0.11277 1.84107 1.50064  0.2194

Properties
maximum force: 0.0175 hartree/bohr
highest occupied orbital energy: -8.7 eV
E: -1600.0600 Eh
LUMO level: 0.0087 hartree
SMILES string: C=CCNC(=O)c1ccc(CNS(=O)(=O)c2ccc(NC(C)=O)cc2)cc1
relative energy (zero: lowest compared OMol25 entry of this formula, charge and spin): 1.448 eV

=====

The following is a DFT calculation (wB97M-V/def2-TZVPD) of one molecule with the formula C19H21N5O2.

Each line ends with the natural charge from an NBO analysis.
Geometry (Å):
N 0.38377 3.17621 4.28301  -0.3140
C -0.19220 2.24623 3.93195  0.2765
C -0.87634 1.12456 3.42756  -0.3719
C -0.97815 0.95924 2.04460  0.3367
N -0.42876 1.89933 1.23754  -0.5878
C -0.82233 2.29812 -0.04100  0.2840
C 0.12138 2.89349 -0.87344  -0.2631
C -0.24115 3.33112 -2.13239  -0.1948
C -1.54886 3.19639 -2.56887  -0.2405
C -2.49816 2.63873 -1.72799  -0.1889
C -2.14487 2.20017 -0.46674  -0.2661
C -1.60812 -0.23889 1.54624  -0.2450
C -1.50578 -0.70499 0.17644  0.1106
N -0.71450 -0.18675 -0.65824  -0.4264
C -0.59009 -0.69720 -1.97948  -0.2688
C 0.88662 -0.70294 -2.43344  -0.2005
N 1.81926 -1.47916 -1.65304  -0.4514
C 2.19272 -0.89247 -0.37921  -0.2473
C 3.36569 -1.68860 0.19618  -0.0736
O 3.03635 -3.04934 0.35522  -0.5234
C 2.65511 -3.61101 -0.87799  -0.0700
C 1.45515 -2.87146 -1.47223  -0.2510
C -2.20580 -1.06658 2.45898  0.1437
N -2.18720 -0.82458 3.77779  -0.5579
C -1.48063 0.22941 4.38130  0.6440
O -1.46534 0.31093 5.59101  -0.5948
H 0.22451 2.52418 1.69699  0.4197
H 1.13993 2.99780 -0.52959  0.2158
H 0.49974 3.77992 -2.77727  0.2179
H -1.82998 3.53485 -3.55455  0.2163
H -3.52449 2.55285 -2.05367  0.2151
H -2.89046 1.78017 0.19204  0.2169
H -2.12166 -1.58909 -0.05907  0.1503
H -1.11803 -0.00327 -2.64392  0.2182
H -1.04556 -1.69544 -2.09467  0.1667
H 1.24386 0.32863 -2.43670  0.2045
H 0.91470 -1.08700 -3.45835  0.1958
H 2.49641 0.14236 -0.54473  0.2036
H 1.35905 -0.90169 0.34033  0.1793
H 3.63420 -1.32079 1.18784  0.1930
H 4.22995 -1.59365 -0.47832  0.1633
H 2.40856 -4.65516 -0.67712  0.1899
H 3.49483 -3.56106 -1.58724  0.1658
H 1.19876 -3.30136 -2.44296  0.2031
H 0.59860 -2.99046 -0.78659  0.1629
H -2.69981 -1.97377 2.13900  0.2166
H -2.64083 -1.45797 4.42478  0.4273

Properties
maximum force: 0.0165 hartree/bohr
highest occupied orbital energy: -8.4 eV
E: -1160.8573 Eh
LUMO level: -0.0063 hartree
SMILES string: N#Cc1c(Nc2ccccc2)c(/C=N/CCN2CCOCC2)c[nH]c1=O
relative energy (zero: lowest compared OMol25 entry of this formula, charge and spin): 0.921 eV

=====

The following is a DFT calculation (wB97M-V/def2-TZVPD) of one molecule with the formula C19H21NO2.

Each line ends with the natural charge from an NBO analysis.
Geometry (Å):
O 0.90967 -3.35810 -0.08807  -0.6336
C 0.17966 -2.63419 0.56362  0.6945
C 0.74663 -1.71574 1.63498  -0.4951
C 0.92701 -0.30584 1.06683  -0.4240
C 1.51474 0.64286 2.11558  -0.0558
O 1.63757 1.96376 1.63958  -0.4936
C 2.65775 2.28981 0.79295  0.2979
C 3.68987 1.44462 0.40201  -0.2701
C 4.67860 1.91267 -0.44835  -0.2019
C 4.65448 3.21180 -0.91852  -0.2477
C 3.62607 4.05601 -0.52924  -0.1883
C 2.63698 3.60212 0.31755  -0.2599
N -1.15797 -2.61398 0.36188  -0.4365
C -1.70999 -3.33560 -0.76702  -0.2187
C -1.97034 -2.35275 -1.90717  -0.4348
C -2.70561 -1.13266 -1.42278  -0.0111
C -3.31594 -0.27955 -2.33512  -0.1901
C -3.97135 0.86164 -1.91406  -0.2075
C -4.02307 1.16794 -0.56420  -0.2116
C -3.41834 0.32794 0.35131  -0.1968
C -2.75922 -0.82100 -0.06699  -0.0453
C -2.12979 -1.73369 0.96064  -0.2312
H 0.12310 -1.70176 2.52955  0.2076
H 1.72333 -2.11909 1.90858  0.2356
H -0.02633 0.10436 0.72628  0.2113
H 1.58924 -0.35254 0.20023  0.2225
H 2.47628 0.26528 2.48519  0.1723
H 0.83079 0.72179 2.96685  0.1893
H 3.74320 0.42440 0.74819  0.2086
H 5.47436 1.24478 -0.74431  0.2130
H 5.42845 3.56519 -1.58262  0.2127
H 3.59515 5.07399 -0.88861  0.2132
H 1.83033 4.24542 0.63250  0.2223
H -2.64212 -3.81540 -0.45288  0.1899
H -0.99102 -4.09831 -1.06828  0.2506
H -1.00887 -2.03840 -2.32556  0.2249
H -2.53404 -2.84036 -2.70460  0.2195
H -3.27226 -0.52010 -3.38773  0.2093
H -4.44051 1.51269 -2.63640  0.2141
H -4.53004 2.05937 -0.22696  0.2142
H -3.45443 0.56255 1.40595  0.2067
H -2.92259 -2.35255 1.41039  0.2050
H -1.68943 -1.13940 1.75882  0.2185

Properties
maximum force: 0.0116 hartree/bohr
highest occupied orbital energy: -8.5 eV
E: -941.8652 Eh
LUMO level: 0.0266 hartree
SMILES string: O=C(CCCOc1ccccc1)N1CCc2ccccc2C1
relative energy (zero: lowest compared OMol25 entry of this formula, charge and spin): 0.525 eV